A 2-piece molecular cluster, C5H14NO2PS overall. Source: OMol25; level of theory: the ωB97M-V functional and the def2-TZVPD basis.

```
24
Properties=species:S:1:pos:R:3:forces:R:3
C 2.398 1.576 0.168 -0.02 0.37 0.85
C 1.542 0.314 2.204 0.22 0.11 -1.11
C -0.756 -1.418 -1.590 -0.39 -2.47 3.71
C -3.246 -0.385 -0.291 1.21 -2.69 3.86
C 2.065 0.357 0.954 -0.15 -0.13 0.75
N -3.502 0.119 1.099 1.62 -0.37 -0.75
O -0.777 0.698 0.169 -0.04 1.14 -0.77
O -1.253 -1.527 1.202 -0.11 -0.42 -0.39
P -1.452 -0.700 -0.013 0.01 -1.02 -1.61
S 2.205 -1.078 -0.014 2.47 0.66 -1.42
H 1.865 2.335 0.731 -0.17 0.78 -0.88
H 3.429 1.875 0.134 0.90 -0.17 0.86
H 2.259 1.465 -0.895 -1.22 0.15 -0.26
H 1.413 -0.672 2.649 -0.28 0.43 0.13
H -0.485 -0.736 -2.274 0.26 2.73 -2.61
H 1.140 1.211 2.696 0.62 -0.37 -0.01
H 0.219 -1.899 -1.367 -0.94 -0.11 0.08
H -1.485 -2.155 -1.926 0.15 0.05 -0.29
H -3.638 0.336 -0.914 -0.33 1.17 -1.96
H -3.705 -1.411 -0.332 0.22 0.91 -0.88
H -4.376 0.509 1.069 -2.61 1.29 0.35
H -3.511 -0.639 1.749 0.13 -0.42 0.39
H 1.348 -1.733 0.624 -1.88 -1.73 1.49
H -0.242 0.672 0.969 0.34 0.09 0.44
```
Positions in Å, forces in eV/Å.

Properties
HOMO-LUMO gap: 9.476 eV
SMILES: C[P@@](=O)(O)CN.C=C(C)S
E: -31121.11333 eV
relative energy (zero: lowest compared OMol25 entry of this formula, charge and spin): 1.291 eV